52
Properties=species:S:1:pos:R:3:forces:R:3 method="wB97M-V/def2-TZVPD" homo_ev="-5.407 / -5.235" total_charge=-1 spin_multiplicity=2 gap_ev="7.74 / 7.57"
Co -0.136569 -0.315722 0.005283 0.26 -0.11 0.45
F 0.814068 1.577857 4.924169 0.04 0.02 0.06
C 0.234200 0.653938 4.123813 -0.02 -0.12 -0.28
C 0.448093 0.699743 2.760543 0.08 0.12 0.17
C -0.164344 -0.242473 1.947194 0.03 -0.17 -0.79
C -0.998262 -1.224421 2.522060 0.15 0.22 0.15
C -1.156690 -1.237998 3.900988 0.05 0.07 -0.14
F -1.915602 -2.193714 4.501182 -0.05 -0.01 0.04
C -0.554931 -0.310394 4.723885 -0.06 -0.01 0.23
C -1.621222 -2.137906 1.564046 0.13 -0.11 -0.17
C -2.684998 -3.000624 1.816486 -0.06 -0.17 0.16
C -3.188313 -3.781766 0.793559 0.15 0.14 -0.17
C -2.608298 -3.698138 -0.466475 -0.09 -0.21 0.15
C -1.568630 -2.809369 -0.651136 0.16 -0.04 -0.03
N -1.089022 -2.041996 0.325302 -0.79 0.18 0.00
H 1.075044 1.475815 2.337387 -0.04 0.01 0.02
H -0.704044 -0.333791 5.794206 0.01 -0.01 -0.02
H -3.112189 -3.045085 2.806721 0.01 0.02 -0.04
H -4.030718 -4.439101 0.967358 0.01 -0.02 0.04
H -2.958270 -4.308541 -1.287543 0.00 0.05 -0.03
H -1.092604 -2.689726 -1.614757 -0.06 0.10 -0.01
C -2.123637 3.300429 -2.712936 -0.06 0.02 0.05
C -2.324136 1.823906 -2.391834 0.32 -0.13 0.18
O -3.383285 1.238096 -3.134357 -0.10 0.01 -0.04
P -0.750794 0.918044 -2.707254 0.00 0.23 -0.53
O 0.478077 1.881189 -2.526827 -0.16 -0.04 0.23
O -0.871420 0.783110 -4.320799 0.15 -0.18 0.14
O -0.543440 -0.439375 -2.125261 0.11 -0.01 0.45
P -2.607263 1.612889 -0.570864 0.07 -0.24 0.22
O -3.237104 0.113134 -0.497136 -0.19 0.22 -0.05
O -3.541140 2.617704 -0.028706 -0.11 0.08 -0.19
O -1.183770 1.490880 -0.077990 -0.29 -0.03 -0.06
H -1.855332 3.440378 -3.763628 0.02 0.03 0.01
H -1.329485 3.702837 -2.085277 0.00 0.07 -0.07
H -3.045661 3.836779 -2.489223 -0.02 -0.06 -0.01
H -3.136636 1.257014 -4.066233 0.03 0.00 -0.02
H 0.913999 1.718454 -1.634037 0.05 -0.05 -0.18
H -0.379968 -0.003098 -4.600659 -0.10 0.16 -0.02
H -4.187509 0.174378 -0.670812 0.18 -0.06 0.06
Br 7.464070 -1.681506 -0.397498 -0.08 0.06 0.02
C 6.113620 -0.356828 -0.182918 0.27 -0.13 -0.02
C 6.490821 0.951747 0.066443 -0.21 0.10 0.03
N 5.594366 1.923871 0.211933 0.20 0.05 0.01
C 4.308303 1.611813 0.103887 -0.18 -0.12 -0.07
C 3.843496 0.319334 -0.137309 0.62 0.13 0.03
C 4.781405 -0.697520 -0.276921 -0.24 0.10 0.03
C 2.386275 0.035502 -0.220957 -0.96 -0.16 -0.10
O 1.968005 -1.132444 -0.151142 0.48 -0.09 -0.05
O 1.589307 1.024564 -0.329252 0.29 0.17 0.19
H 7.533410 1.231596 0.157719 0.02 -0.07 -0.03
H 3.595837 2.419700 0.215299 -0.03 -0.04 0.00
H 4.452891 -1.713141 -0.449710 -0.02 0.01 0.00

***

43
Properties=species:S:1:pos:R:3:forces:R:3 method="wB97M-V/def2-TZVPD" homo_ev=-8.799 smiles="CN(c1ccc(C(=O)Nc2cccnc2)cc1)S(=O)(=O)c1ccc(Cl)cc1" gap_ev=8.99
C 1.933396 2.989768 -0.345492 0.25 0.33 -0.19
N 1.361226 1.670062 -0.198424 0.36 -0.65 -0.70
C 0.040922 1.529832 0.244815 -0.80 -0.28 0.31
C -0.915500 2.530753 0.093537 0.32 -0.06 -0.09
C -2.216724 2.311759 0.503711 -0.25 -0.24 0.14
C -2.591267 1.087600 1.044140 0.32 0.31 0.11
C -4.011196 0.859635 1.425574 -0.06 -0.01 0.11
O -4.663895 1.653945 2.069789 0.03 0.17 -0.01
N -4.558906 -0.335210 1.041438 -0.51 -0.18 0.28
C -4.063620 -1.305292 0.168529 0.23 -0.43 -0.54
C -3.274090 -1.003218 -0.941077 -0.20 -0.16 0.01
C -2.810765 -2.039915 -1.730717 -0.08 -0.03 0.17
C -3.171288 -3.339336 -1.404216 0.16 0.07 -0.26
N -3.961240 -3.630849 -0.384590 -0.11 -0.44 0.01
C -4.395452 -2.646744 0.375803 0.04 0.47 0.17
C -1.620398 0.110825 1.253872 0.01 0.17 0.03
C -0.317274 0.334559 0.865901 -0.18 0.13 0.13
S 1.907385 0.558785 -1.355511 0.26 0.04 0.17
O 2.346085 1.289904 -2.507316 0.22 0.15 0.21
O 0.925665 -0.467891 -1.522280 0.07 -0.04 0.31
C 3.347457 -0.120868 -0.534016 -0.43 0.24 -0.35
C 3.207499 -1.224420 0.285774 -0.07 -0.08 0.02
C 4.310167 -1.727013 0.953291 0.05 0.08 -0.03
C 5.543113 -1.109107 0.785998 -0.26 0.15 -0.19
Cl 6.918179 -1.725092 1.618779 0.19 -0.09 0.11
C 5.687407 -0.010360 -0.051104 -0.03 -0.10 0.10
C 4.577841 0.482311 -0.715849 0.02 0.07 -0.10
H 1.618782 3.610545 0.491654 0.03 -0.08 0.02
H 1.653303 3.461945 -1.290671 0.02 0.06 0.09
H 3.016822 2.883369 -0.321861 0.04 0.21 0.03
H -0.651739 3.472703 -0.360591 0.04 0.10 -0.07
H -2.964567 3.080476 0.379069 -0.06 0.08 0.01
H -5.455888 -0.536434 1.468006 0.14 0.18 -0.03
H -3.030280 0.018991 -1.183401 0.02 0.05 -0.03
H -2.181380 -1.835637 -2.581669 0.07 0.00 -0.10
H -2.828051 -4.183504 -1.985924 0.09 -0.01 -0.11
H -5.039422 -2.933673 1.198326 -0.07 0.09 0.15
H -1.884141 -0.821558 1.730621 -0.03 -0.10 -0.01
H 0.435433 -0.418602 1.025889 0.05 -0.08 0.07
H 2.240872 -1.694098 0.373125 -0.09 -0.13 0.07
H 4.221550 -2.589868 1.594193 0.00 -0.07 0.04
H 6.656070 0.445567 -0.181101 0.08 0.02 -0.01
H 4.657928 1.315339 -1.396006 0.10 0.10 -0.07

***

43
Properties=species:S:1:pos:R:3:forces:R:3 method="wB97M-V/def2-TZVPD" homo_ev=-8.475 gap_ev=8.18
O -1.289484 -3.344550 0.960602 5.45 1.07 -1.16
C -0.022435 -3.135542 0.623348 -13.41 12.39 4.15
N 0.527643 -1.801035 0.661346 -10.95 -4.45 3.38
C 1.725511 -1.637671 0.255630 -1.27 -5.75 -2.18
C 2.232821 -0.519694 0.303187 -1.99 12.80 6.28
C 3.423454 -0.136107 0.013469 3.82 2.80 -0.27
C 4.110056 -1.178709 -0.526772 8.07 5.55 -4.52
C 3.651444 -2.293834 -0.980362 -5.82 -1.47 2.78
C 2.353010 -2.583551 -0.459615 3.80 -3.39 -2.11
O 1.931019 -3.893400 -0.567173 -1.40 2.65 0.83
C 0.757679 -4.031451 0.298360 8.09 -16.07 -8.03
H 1.106471 -4.527759 1.128569 0.86 -1.17 2.40
H 0.315184 -5.220584 -0.348668 0.34 3.88 2.17
H 4.241652 -3.002363 -1.330635 2.28 -3.12 -2.13
H 5.171778 -0.828849 -1.197221 -2.66 -0.98 2.80
C 4.040764 1.242430 0.222618 5.76 -2.31 -2.31
O 5.336836 1.281389 0.011122 -6.07 0.81 1.46
C 3.178329 2.409841 0.514619 1.55 2.41 -9.23
H 3.062073 2.552576 1.437098 -2.42 0.27 7.76
H 3.743640 3.433056 0.354495 -0.53 -2.14 -0.46
O 1.977158 2.447447 -0.436986 0.30 1.31 4.59
C 0.870784 3.248131 0.289542 1.19 -3.35 -5.66
O 1.010646 3.885248 1.217472 1.09 2.28 4.16
C -0.275201 3.092619 -0.611863 2.36 -1.72 -3.36
H -1.001635 3.853022 -0.627575 -1.61 0.26 1.14
C -0.601373 1.620853 -0.906644 -2.55 -1.65 1.19
H 0.141741 0.773882 -1.235221 -0.96 2.52 0.62
H -1.489553 1.672204 -1.612689 1.01 -0.62 0.91
S -1.324861 0.900921 0.838818 2.68 1.17 -0.84
C -2.923030 0.542735 0.454665 -0.34 8.57 -2.64
C -3.437788 -0.584309 0.564051 -5.47 -10.05 1.01
C -4.814005 -0.991957 0.242024 3.87 2.72 1.53
C -5.579888 0.076952 -0.089721 -5.29 -10.69 1.43
C -5.143584 1.186933 -0.361448 3.71 14.01 -3.71
C -3.824746 1.521687 -0.077906 2.20 3.81 -0.14
H -3.367500 2.787846 -0.202317 -1.70 -4.29 0.22
H -5.749698 2.095659 -0.876859 1.05 -2.52 1.57
Cl -7.275432 -0.283292 -0.158848 -0.91 0.19 -0.31
H -5.189330 -1.913048 0.558092 -0.40 -1.29 0.11
H -2.916627 -1.353630 1.065834 0.93 -1.04 0.10
H 0.157579 3.320523 -1.616688 0.36 0.21 0.44
H 1.483521 0.465456 1.223923 1.94 -2.91 -2.90
H -0.324629 -1.150061 0.986316 3.05 -0.69 -1.04

***

42
Properties=species:S:1:pos:R:3:forces:R:3 method="wB97M-V/def2-TZVPD" homo_ev="-11.729 / -11.729" total_charge=+1 spin_multiplicity=2 gap_ev="7.87 / 4.26"
In -11.438030 -14.239870 -1.597700 0.01 0.00 0.01
O -6.642740 -14.326890 -3.396000 -0.56 1.17 0.15
C -7.812480 -14.944560 -3.421560 0.24 0.31 2.44
O -7.936990 -15.838850 -4.253380 -1.25 -1.89 -2.09
O -8.688610 -14.751620 -2.521450 0.18 0.35 -0.17
H -6.421380 -14.396540 -4.327530 1.28 0.10 -0.32
F -12.582490 -12.542930 -3.515280 0.76 -0.03 -0.13
C -13.614580 -11.920550 -4.140440 -2.53 1.27 0.37
C -13.969680 -10.617160 -3.775290 0.27 0.35 -1.18
C -15.133550 -10.038460 -4.330600 0.27 -1.22 0.32
C -16.000530 -10.830520 -5.089380 -0.02 0.03 0.08
C -15.694480 -12.154550 -5.357960 0.85 -0.47 0.31
C -14.490430 -12.682360 -4.900140 1.13 -0.11 0.63
H -13.274770 -9.978730 -3.250020 -0.01 -0.11 0.39
H -15.405020 -9.024780 -4.075330 0.12 0.07 -0.08
H -16.944730 -10.460880 -5.461200 0.01 0.30 0.07
H -16.368070 -12.839060 -5.852050 -0.16 0.26 -0.23
H -14.123450 -13.693600 -4.995700 -0.63 -0.38 -0.49
F -9.727390 -14.591810 0.815400 -0.89 0.30 -0.93
C -9.080410 -15.197920 1.813400 0.93 -0.86 2.35
C -7.840510 -14.719730 2.168200 1.42 0.04 -0.46
C -7.026980 -15.314440 3.154060 -1.91 0.16 -0.48
C -7.636520 -16.272850 3.963610 0.34 -0.19 -0.25
C -8.937920 -16.711600 3.697000 0.55 0.68 -0.96
C -9.645330 -16.208130 2.583560 -0.18 -0.02 0.98
H -7.418650 -13.896140 1.611300 -0.03 0.08 -0.24
H -6.006460 -14.970690 3.236390 -0.05 -0.05 0.38
H -7.076570 -16.700270 4.782250 -0.04 -0.11 0.08
H -9.376980 -17.474250 4.323080 -0.15 0.06 -0.02
H -10.678330 -16.515410 2.513620 -0.07 -0.06 -0.56
F -14.217360 -14.463440 -2.262950 -0.11 -0.61 0.20
C -15.512670 -14.901110 -2.109550 -2.47 -0.64 -0.59
C -16.478900 -13.961670 -1.746380 -0.98 -0.68 0.20
C -17.853010 -14.361750 -1.647280 2.55 1.90 -0.77
C -18.224200 -15.585340 -2.078920 -1.71 -0.46 0.82
C -17.325980 -16.505700 -2.528480 2.40 -0.75 0.29
C -15.940750 -16.221690 -2.498250 0.18 1.95 0.02
H -16.299520 -12.912140 -1.565520 0.61 -0.03 0.07
H -18.574120 -13.582290 -1.450150 -0.09 -0.14 0.41
H -19.265650 -15.821190 -1.917190 -0.16 -0.35 -0.53
H -17.631930 -17.504500 -2.802680 -0.06 0.02 -0.16
H -15.193700 -16.907770 -2.869210 -0.07 -0.22 0.07

***

ΔE to the lowest compared entry with this formula, charge and spin? In order: 12.2 63.4 365.0 16.4 kcal per mole.
Total energy? In order: -173062.31221 -53933.05834 -55033.00248 -39421.69862 eV.